1.
{
  "formula": "C6H9F2NO5S2Sc",
  "method": "the ωB97M-V functional and the def2-TZVPD basis",
  "symbols": ["O", "S", "H", "C", "F", "C", "F", "C", "H", "H", "C", "H", "O", "H", "Sc", "H", "O", "H", "O", "C", "N", "H", "S", "H", "C", "O"],
  "coordinates": [[-1.867, -0.617, -0.092], [-0.453, 0.857, -3.422], [3.171, 0.947, 2.436], [0.870, -0.690, -0.428], [1.396, 0.500, -0.769], [1.512, -2.612, 1.943], [1.572, -1.572, -1.172], [1.328, 2.036, 2.466], [-1.973, 1.703, 2.409], [1.302, 2.117, 1.370], [2.165, 0.847, 2.858], [3.272, -1.211, 1.601], [1.538, -0.350, 2.337], [-0.746, 1.848, 0.984], [-0.801, -0.870, 1.660], [1.772, 2.937, 2.906], [-0.997, 2.074, -4.032], [1.911, -2.952, 2.926], [0.157, -2.523, 1.881], [2.183, -1.301, 1.692], [-0.975, 0.705, -1.974], [2.220, 0.720, 3.945], [-0.903, -0.837, -1.269], [1.957, -3.295, 1.181], [-0.951, 1.611, 2.036], [-0.008, 1.923, 2.939]],
  "max_force_ha_per_bohr": 0.059,
  "spin_multiplicity": 2,
  "total_charge": 2,
  "orbital_gap_ev": [6.80, 6.77]
}


2.
{
  "formula": "C4H4N2O",
  "method": "the ωB97M-V functional and the def2-TZVPD basis",
  "symbols": ["H", "C", "H", "C", "H", "C", "H", "C", "N", "O", "N"],
  "coordinates": [[2.177, -0.485, -1.715], [1.320, -0.309, -1.068], [-2.163, 0.966, 2.076], [-0.699, 0.044, 0.353], [0.035, -1.183, -2.476], [0.462, 0.575, 1.013], [-2.407, 0.262, 2.050], [-0.940, -0.511, -0.733], [1.502, 0.268, 0.062], [0.650, 1.140, 2.055], [0.105, -0.747, -1.568]],
  "max_force_ha_per_bohr": 0.012,
  "spin_multiplicity": 1,
  "total_charge": 0,
  "smiles": "O=c1c#c[nH]cn1.[H][H]",
  "relative_energy_ev": 4.674,
  "orbital_gap_ev": 9.35
}


3.
{
  "formula": "C5H8N2",
  "method": "the ωB97M-V functional and the def2-TZVPD basis",
  "symbols": ["H", "H", "C", "C", "C", "C", "C", "H", "H", "N", "H", "H", "N", "H", "H"],
  "coordinates": [[-1.903, -1.394, -1.627], [2.433, 2.205, 0.372], [0.797, 0.302, 1.242], [-0.021, 0.389, -0.849], [0.999, 0.863, 0.007], [-0.799, -0.445, -0.103], [-1.704, -1.502, -0.555], [1.326, 0.417, 2.166], [-0.128, 0.590, -1.906], [2.054, 1.686, -0.404], [-1.144, -2.422, -0.346], [-0.711, -1.044, 1.917], [-0.352, -0.457, 1.179], [1.765, 2.318, -1.140], [-2.612, -1.505, 0.047]],
  "max_force_ha_per_bohr": 0.013,
  "spin_multiplicity": 1,
  "total_charge": 0,
  "smiles": "Cc1cc(N)c[nH]1",
  "relative_energy_ev": 0.371,
  "orbital_gap_ev": 8.33
}


4.
{
  "formula": "C27H33F6N2O8P",
  "method": "the ωB97M-V functional and the def2-TZVPD basis",
  "symbols": ["O", "C", "H", "C", "C", "F", "H", "C", "C", "H", "F", "H", "F", "H", "C", "C", "P", "C", "O", "H", "H", "C", "N", "C", "O", "H", "H", "C", "O", "H", "H", "C", "H", "C", "H", "C", "C", "H", "H", "O", "O", "C", "C", "H", "F", "F", "H", "C", "H", "H", "H", "C", "H", "O", "H", "H", "H", "O", "H", "H", "H", "N", "C", "C", "C", "H", "H", "F", "H", "H", "C", "C", "C", "H", "H", "C", "C"],
  "coordinates": [[2.698, 0.420, 2.032], [-0.365, -4.898, 3.374], [1.144, 1.768, -10.199], [-5.791, -0.250, 2.090], [1.580, 1.931, -0.997], [1.954, 2.655, -5.625], [0.542, 1.106, 2.412], [-1.474, -2.583, 3.648], [-4.429, -1.905, 4.834], [1.574, 0.063, 0.049], [4.923, 0.369, -12.451], [2.685, 2.596, 4.577], [6.495, 0.951, -11.083], [1.049, 3.215, 4.620], [-0.397, -3.416, 3.452], [1.699, 2.482, 4.133], [2.824, -1.005, 2.891], [-7.290, -1.333, 3.298], [1.240, 1.170, 4.342], [-5.316, -3.186, 3.395], [-2.769, -1.016, 5.857], [1.590, 2.332, -3.310], [1.002, -5.236, 3.273], [1.979, 0.480, -0.865], [-1.279, -5.660, 3.371], [3.065, 0.380, -0.849], [1.398, 2.688, -7.912], [2.335, 3.086, -4.424], [3.119, 1.688, -10.639], [3.549, 0.600, 1.623], [-0.651, 1.426, 3.645], [2.239, 2.699, -8.600], [3.884, 0.483, 4.493], [-7.963, -0.332, 2.645], [-2.437, -3.052, 3.773], [-6.997, 0.363, 1.865], [0.866, -2.891, 3.255], [2.298, 3.683, -9.069], [-7.181, 1.190, 1.206], [0.600, 1.688, -3.497], [4.520, 0.558, -9.282], [5.258, 1.231, -11.480], [-0.026, -0.659, 3.461], [-4.123, -2.176, 2.661], [2.077, 4.399, -4.352], [5.255, 2.463, -12.003], [2.040, 0.630, -9.205], [0.225, 0.822, 3.420], [3.155, 2.553, -8.030], [-4.016, -2.824, 5.244], [2.934, -0.784, 5.360], [-2.541, -0.319, 3.873], [-3.067, -0.276, 2.919], [2.191, 2.546, -2.150], [4.476, -1.171, 4.583], [1.785, 2.726, 3.073], [0.498, 2.049, -1.043], [2.956, -4.114, 2.836], [-9.014, -0.124, 2.701], [-5.324, -1.688, 5.414], [-4.860, 0.021, 1.627], [-5.967, -1.286, 2.969], [4.267, 1.116, -10.308], [-4.909, -2.174, 3.409], [2.072, 1.624, -9.650], [-3.959, 0.153, 5.395], [-2.223, 0.693, 4.074], [3.659, 2.926, -4.327], [-7.714, -2.068, 3.960], [1.135, -5.909, 2.523], [3.580, -0.560, 4.518], [1.792, -4.071, 3.073], [-3.442, -0.736, 5.045], [1.612, -0.107, -1.708], [1.937, 2.502, -0.141], [-1.320, -1.196, 3.666], [1.091, -1.516, 3.243]],
  "max_force_ha_per_bohr": 0.030,
  "spin_multiplicity": 1,
  "total_charge": 0,
  "smiles": "COCc1c(CCCCn2cccc2)cc2c(c1P(C)O)C(=O)NC2=O.CCOC(=O)C(F)(F)F.CCOC(=O)C(F)(F)F",
  "orbital_gap_ev": 7.85
}


5.
{
  "formula": "C4H8O3",
  "method": "the ωB97M-V functional and the def2-TZVPD basis",
  "symbols": ["C", "H", "H", "C", "H", "O", "O", "H", "H", "H", "C", "H", "O", "H", "C"],
  "coordinates": [[-2.819, 0.309, -0.308], [0.429, 0.031, 1.820], [1.895, -0.140, -1.328], [0.592, -0.394, 0.826], [-3.575, 0.832, 0.283], [-1.651, 0.250, 0.512], [-0.662, -0.957, -1.125], [-2.606, 0.856, -1.232], [-3.152, -0.701, -0.561], [1.443, 0.744, 0.306], [2.280, 0.439, -0.482], [1.143, -1.330, 0.832], [3.465, -0.043, -0.101], [3.829, 0.533, 0.588], [-0.610, -0.430, -0.029]],
  "max_force_ha_per_bohr": 0.012,
  "spin_multiplicity": 1,
  "total_charge": 0,
  "relative_energy_ev": 4.603,
  "orbital_gap_ev": [8.40, 8.40]
}


Q: What is the formula in the fifth record?
A: C4H8O3


Q: Which formula does entry 1 have?
A: C6H9F2NO5S2Sc